No. 1
# C39H83FO17

A cluster of 10 separate species, C39H83FO17 in total at a distorted geometry (the ωB97M-V functional and the def2-TZVPD basis, the Open Molecules 2025 dataset).

* energy relative to the best compared isomer or geometry (same formula, charge and spin): 0.0 kJ/mol
* E: -2914.7411 hartree
* E_HOMO: -9.5904 eV
* structure (SMILES): O=C1OC[C@@H](F)O1.CCOC(C)=O.CCOC(C)=O.CCOC(C)=O.CCOC(C)=O.CCOC(C)=O.CCOCC.CCOCC.CCOCC.CCOCC
* LUMO: 0.46 eV

Each line ends with the Löwdin charge.
Element x y z (Å)
1 C -1.10 2.16 -0.44  -0.02
2 C -1.39 0.78 0.16  -0.28
3 O -0.45 -0.07 -0.47  0.12
4 C 0.54 0.71 -1.00  -0.55
5 O 1.51 0.28 -1.49  0.18
6 O 0.25 2.01 -0.89  0.08
7 F -2.69 0.47 -0.16  0.05
8 H -1.22 2.92 0.32  0.14
9 H -1.74 2.31 -1.30  0.13
10 H -1.24 0.74 1.24  0.14
11 C -5.51 -1.03 1.25  -0.07
12 C -6.29 -1.53 2.45  -0.27
13 O -5.46 -2.37 3.21  -0.19
14 C -6.09 -3.06 4.28  -0.27
15 C -5.11 -4.07 4.84  -0.08
16 H -5.29 -1.81 0.53  0.06
17 H -6.09 -0.30 0.69  0.06
18 H -4.55 -0.54 1.43  0.05
19 H -6.71 -0.68 3.01  0.12
20 H -7.13 -2.13 2.09  0.12
21 H -6.33 -2.33 5.06  0.12
22 H -6.92 -3.63 3.84  0.12
23 H -4.85 -4.82 4.11  0.07
24 H -5.53 -4.47 5.77  0.08
25 H -4.20 -3.58 5.19  0.08
26 C 2.33 -1.52 -6.48  -0.07
27 C 2.79 -1.85 -5.08  -0.30
28 O 2.12 -3.02 -4.68  -0.15
29 C 2.30 -3.33 -3.30  -0.28
30 C 3.76 -3.57 -2.91  -0.05
31 H 2.58 -2.30 -7.20  0.08
32 H 1.25 -1.43 -6.47  0.08
33 H 2.79 -0.61 -6.87  0.07
34 H 3.87 -1.95 -4.94  0.11
35 H 2.54 -0.99 -4.43  0.12
36 H 1.80 -2.55 -2.71  0.08
37 H 1.73 -4.24 -3.14  0.12
38 H 3.72 -4.07 -1.94  0.07
39 H 4.26 -2.61 -2.90  0.05
40 H 4.22 -4.21 -3.66  0.09
41 C 2.44 4.93 -1.60  -0.07
42 C 2.79 3.86 -0.60  -0.29
43 O 4.08 4.12 -0.08  -0.16
44 C 4.38 3.25 1.01  -0.27
45 C 5.78 3.56 1.52  -0.07
46 H 1.52 4.69 -2.14  0.07
47 H 2.33 5.92 -1.13  0.07
48 H 3.25 5.07 -2.32  0.08
49 H 2.06 3.86 0.21  0.11
50 H 2.81 2.92 -1.18  0.10
51 H 3.63 3.45 1.78  0.12
52 H 4.27 2.21 0.70  0.11
53 H 5.92 4.63 1.67  0.08
54 H 6.53 3.18 0.83  0.07
55 H 5.96 3.08 2.49  0.07
56 C 4.51 -3.05 3.85  -0.06
57 C 4.42 -3.36 2.35  -0.28
58 O 3.24 -2.77 1.86  -0.19
59 C 3.05 -3.00 0.45  -0.23
60 C 1.65 -2.59 0.10  -0.05
61 H 3.53 -3.23 4.30  0.05
62 H 5.21 -3.73 4.32  0.08
63 H 4.77 -2.01 4.02  0.07
64 H 5.32 -2.94 1.88  0.11
65 H 4.39 -4.45 2.21  0.12
66 H 3.78 -2.35 -0.05  0.10
67 H 3.19 -4.08 0.31  0.12
68 H 1.35 -2.87 -0.91  0.04
69 H 1.49 -1.53 0.25  0.07
70 H 0.88 -3.06 0.72  0.08
71 O -3.08 7.29 -0.73  0.11
72 C -2.33 6.39 -0.44  -0.55
73 O -2.18 5.26 -1.12  -0.03
74 C -2.95 5.03 -2.30  -0.23
75 C -2.28 5.71 -3.50  -0.05
76 C -1.41 6.48 0.75  0.03
77 H -3.97 5.39 -2.15  0.12
78 H -2.98 3.96 -2.48  0.10
79 H -2.43 6.79 -3.49  0.08
80 H -2.69 5.33 -4.43  0.08
81 H -1.22 5.48 -3.44  0.08
82 H -1.53 7.43 1.25  0.09
83 H -0.36 6.44 0.45  0.08
84 H -1.62 5.65 1.43  0.07
85 O -3.53 4.00 2.24  0.10
86 C -3.79 2.82 2.18  -0.54
87 O -4.64 2.30 1.32  0.00
88 C -5.20 3.16 0.33  -0.21
89 C -5.76 2.29 -0.78  -0.05
90 C -3.08 1.80 3.03  0.03
91 H -4.45 3.88 -0.02  0.11
92 H -6.03 3.76 0.72  0.13
93 H -4.95 1.76 -1.28  0.05
94 H -6.33 2.87 -1.50  0.08
95 H -6.47 1.57 -0.37  0.07
96 H -3.47 1.71 4.04  0.10
97 H -2.05 2.12 3.19  0.09
98 H -3.12 0.83 2.53  0.06
99 O -3.84 -2.06 -1.64  0.10
100 C -3.16 -1.43 -2.41  -0.56
101 O -1.95 -1.76 -2.79  0.01
102 C -1.20 -2.71 -2.00  -0.19
103 C -1.74 -4.13 -2.21  -0.05
104 C -3.62 -0.11 -2.95  0.02
105 H -1.23 -2.43 -0.95  0.10
106 H -0.21 -2.61 -2.42  0.09
107 H -2.81 -4.18 -2.04  0.06
108 H -1.22 -4.80 -1.52  0.08
109 H -1.55 -4.40 -3.25  0.08
110 H -3.24 0.04 -3.97  0.09
111 H -3.27 0.76 -2.39  0.05
112 H -4.71 -0.07 -2.97  0.09
113 O -0.33 -1.02 2.89  0.09
114 C -0.29 -2.21 3.08  -0.56
115 O -1.09 -3.09 2.52  0.00
116 C -2.29 -2.59 1.90  -0.20
117 C -3.08 -3.76 1.33  -0.03
118 C 0.77 -2.83 3.96  0.03
119 H -2.00 -1.88 1.11  0.10
120 H -2.91 -2.02 2.59  0.11
121 H -4.13 -3.50 1.30  0.06
122 H -2.98 -4.60 2.02  0.08
123 H -2.77 -3.95 0.30  0.05
124 H 0.42 -3.80 4.31  0.09
125 H 1.12 -2.21 4.77  0.09
126 H 1.58 -3.09 3.27  0.06
127 O 6.04 -1.47 -0.66  0.10
128 C 5.85 -0.34 -1.01  -0.54
129 O 6.51 0.70 -0.52  -0.01
130 C 7.54 0.43 0.42  -0.23
131 C 7.08 0.24 1.85  -0.06
132 C 4.74 0.07 -1.94  0.03
133 H 8.19 1.30 0.36  0.12
134 H 8.16 -0.41 0.11  0.12
135 H 6.40 0.97 2.27  0.05
136 H 7.97 0.35 2.48  0.08
137 H 6.70 -0.76 2.05  0.06
138 H 4.52 1.13 -1.89  0.08
139 H 3.80 -0.42 -1.69  0.06
140 H 5.06 -0.24 -2.94  0.09

No. 2
# C39H85Cl2IN3O10S9

A cluster of 10 separate species, C39H85Cl2IN3O10S9 in total at a distorted geometry (the ωB97M-V functional and the def2-TZVPD basis, the Open Molecules 2025 dataset).

* E: -7254.6286 hartree
* E_HOMO: -9.5465 eV
* LUMO: -3.80 eV
* charge: +1

Each line ends with the Löwdin charge.
Element x y z (Å)
1 C -1.72 -3.19 1.31  -0.20
2 C -0.54 -2.16 1.78  -0.25
3 C -1.20 -0.66 1.90  -0.63
4 I -2.99 -0.98 3.17  0.96
5 N -1.53 -0.13 0.54  0.01
6 C -0.34 0.12 -0.26  -0.20
7 N 0.93 0.10 0.17  0.23
8 N -0.64 0.51 -1.68  -0.04
9 C 0.43 0.11 -2.59  -0.62
10 Cl 1.64 1.17 -3.42  0.61
11 C 0.51 -1.29 -2.89  -0.58
12 C -0.46 -2.41 -2.31  -0.09
13 Cl 1.80 -1.88 -4.06  0.57
14 C -0.89 1.98 -1.61  -0.15
15 C -1.47 2.39 -0.15  -0.09
16 C -2.26 1.18 0.56  -0.24
17 C -3.67 1.07 -0.25  -0.14
18 O -4.68 0.30 0.46  -0.17
19 C -5.27 -0.70 -0.35  -0.15
20 C -4.52 -1.73 -1.22  0.01
21 C -5.17 -2.82 -2.10  -0.21
22 C -4.22 -3.79 -2.99  -0.09
23 C -6.71 -2.93 -2.09  -0.03
24 C -7.49 -1.93 -1.21  -0.01
25 C -6.84 -0.81 -0.35  -0.07
26 C -7.75 0.21 0.52  -0.34
27 C -8.64 1.06 -0.52  -0.10
28 C -8.74 -0.68 1.41  -0.10
29 H -1.27 -4.01 0.63  0.08
30 H -2.18 -3.76 2.20  0.06
31 H -2.51 -2.66 0.67  0.04
32 H 0.25 -2.22 0.97  0.08
33 H -0.21 -2.51 2.81  0.11
34 H -0.41 -0.02 2.44  0.11
35 H 1.63 -0.57 -0.22  0.15
36 H 1.28 0.70 0.95  0.14
37 H -0.82 -3.15 -3.11  0.10
38 H 0.17 -3.04 -1.57  0.09
39 H -1.30 -1.96 -1.69  0.05
40 H -1.67 2.34 -2.38  0.14
41 H 0.03 2.65 -1.76  0.11
42 H -2.14 3.32 -0.28  0.13
43 H -0.60 2.73 0.52  0.10
44 H -2.55 1.56 1.60  0.14
45 H -3.52 0.76 -1.34  0.14
46 H -4.07 2.17 -0.29  0.11
47 H -3.38 -1.68 -1.21  0.06
48 H -4.88 -4.62 -3.46  0.08
49 H -3.75 -3.20 -3.86  0.08
50 H -3.43 -4.32 -2.36  0.07
51 H -7.20 -3.75 -2.71  0.09
52 H -8.62 -2.02 -1.17  0.10
53 H -7.07 0.91 1.12  0.13
54 H -9.34 1.78 0.06  0.09
55 H -9.21 0.34 -1.19  0.08
56 H -8.01 1.72 -1.22  0.07
57 H -9.72 -0.97 0.85  0.06
58 H -8.17 -1.61 1.77  0.08
59 H -9.09 -0.06 2.33  0.08
60 C 5.22 -2.78 -0.24  -0.27
61 S 4.01 -3.59 -1.32  0.78
62 O 2.91 -4.10 -0.45  -0.59
63 C 5.06 -4.99 -1.76  -0.27
64 H 4.76 -1.89 0.18  0.04
65 H 5.51 -3.46 0.56  0.07
66 H 6.10 -2.50 -0.83  0.02
67 H 5.36 -5.53 -0.86  0.05
68 H 5.95 -4.63 -2.29  0.03
69 H 4.49 -5.66 -2.41  0.05
70 C 10.28 -4.23 -0.58  -0.25
71 S 8.88 -3.10 -0.74  0.84
72 O 7.75 -3.87 -1.34  -0.59
73 C 9.61 -2.09 -2.05  -0.25
74 H 10.04 -4.98 0.16  0.03
75 H 10.47 -4.72 -1.54  0.06
76 H 11.16 -3.68 -0.26  0.05
77 H 9.84 -2.72 -2.92  0.06
78 H 10.51 -1.61 -1.68  0.04
79 H 8.88 -1.33 -2.34  0.05
80 C 7.76 -7.78 -0.75  -0.26
81 S 9.18 -8.07 0.33  0.83
82 O 10.28 -7.15 -0.12  -0.56
83 C 9.56 -9.71 -0.30  -0.27
84 H 7.38 -6.77 -0.56  0.03
85 H 8.07 -7.85 -1.80  0.06
86 H 6.99 -8.51 -0.53  0.06
87 H 9.75 -9.67 -1.37  0.06
88 H 8.72 -10.38 -0.10  0.05
89 H 10.45 -10.08 0.21  0.05
90 C 12.37 -1.88 2.69  -0.26
91 S 10.97 -0.74 2.53  0.81
92 O 9.84 -1.51 1.93  -0.58
93 C 11.70 0.26 1.22  -0.27
94 H 12.13 -2.63 3.44  0.05
95 H 12.56 -2.36 1.73  0.05
96 H 13.25 -1.32 3.01  0.05
97 H 11.93 -0.36 0.36  0.05
98 H 12.60 0.75 1.59  0.05
99 H 10.97 1.03 0.93  0.05
100 C -0.81 4.18 -7.36  -0.27
101 S 0.13 4.78 -5.93  0.79
102 O 0.32 6.25 -6.10  -0.55
103 C 1.68 3.97 -6.38  -0.28
104 H -1.81 4.60 -7.31  0.05
105 H -0.32 4.51 -8.28  0.06
106 H -0.86 3.09 -7.33  0.05
107 H 2.00 4.31 -7.36  0.06
108 H 1.54 2.89 -6.38  0.04
109 H 2.43 4.23 -5.64  0.05
110 C -6.15 4.69 -0.19  -0.26
111 S -5.66 4.37 -1.90  0.83
112 O -4.28 3.78 -1.87  -0.58
113 C -5.50 6.10 -2.37  -0.26
114 H -6.28 3.73 0.32  0.04
115 H -5.38 5.27 0.32  0.06
116 H -7.10 5.23 -0.18  0.06
117 H -4.77 6.60 -1.72  0.06
118 H -6.47 6.60 -2.29  0.06
119 H -5.16 6.15 -3.40  0.05
120 C -14.08 -1.50 0.92  -0.27
121 S -13.08 0.01 0.97  0.82
122 O -11.83 -0.26 0.20  -0.57
123 C -12.67 -0.10 2.72  -0.27
124 H -14.41 -1.66 -0.11  0.05
125 H -13.48 -2.35 1.24  0.06
126 H -14.94 -1.39 1.57  0.05
127 H -12.16 -1.05 2.93  0.06
128 H -13.59 -0.04 3.32  0.05
129 H -12.01 0.73 2.98  0.05
130 C 0.77 5.23 3.14  -0.26
131 S 1.77 4.05 2.21  0.80
132 O 1.36 2.67 2.64  -0.59
133 C 3.33 4.43 3.03  -0.25
134 H -0.26 5.14 2.81  0.05
135 H 0.84 5.02 4.20  0.04
136 H 1.13 6.24 2.93  0.05
137 H 3.23 4.27 4.10  0.06
138 H 3.60 5.47 2.83  0.06
139 H 4.10 3.78 2.63  0.05
140 C 0.55 8.86 7.41  -0.27
141 S 1.54 7.51 6.74  0.82
142 O 1.45 7.58 5.25  -0.57
143 C 0.44 6.18 7.29  -0.27
144 H 1.03 9.80 7.16  0.05
145 H -0.46 8.83 6.98  0.06
146 H 0.49 8.76 8.50  0.06
147 H -0.55 6.32 6.86  0.06
148 H 0.39 6.17 8.38  0.06
149 H 0.85 5.23 6.94  0.04

No. 3
# C39H87N4O

A cluster of 5 separate species, C39H87N4O in total at a distorted geometry (the ωB97M-V functional and the def2-TZVPD basis, the Open Molecules 2025 dataset).

* energy relative to the best compared isomer or geometry (same formula, charge and spin): 0.0 kJ/mol
* E: -1831.3647 hartree
* E_HOMO: -9.7427 eV
* LUMO: -4.76 eV
* charge: +3

Each line ends with the Löwdin charge.
Element x y z (Å)
1 C 0.48 1.38 -1.77  -0.11
2 C 0.34 -0.13 -1.41  -0.70
3 C 1.39 -0.56 -0.35  -0.11
4 O -0.96 -0.55 -1.10  -0.42
5 H -0.25 1.65 -2.54  0.04
6 H 1.50 1.61 -2.09  0.05
7 H 0.28 2.01 -0.91  0.05
8 H 0.57 -0.74 -2.29  0.08
9 H 1.25 -1.61 -0.09  0.05
10 H 1.19 0.12 0.48  0.05
11 H 2.42 -0.46 -0.71  0.05
12 C 2.73 -3.59 -5.05  -0.11
13 C 1.95 -4.02 -6.29  -0.24
14 C 0.62 -3.25 -6.27  -0.21
15 C -0.15 -3.28 -7.56  -0.12
16 N -1.50 -2.55 -7.33  -0.24
17 C -2.31 -3.08 -6.09  -0.06
18 C -3.80 -2.82 -6.43  -0.15
19 C -3.85 -2.84 -7.95  -0.15
20 C -2.43 -2.78 -8.56  -0.06
21 C -1.22 -1.04 -7.33  0.04
22 H 2.85 -2.52 -4.94  0.08
23 H 3.62 -4.21 -4.88  0.08
24 H 2.11 -3.89 -4.21  0.07
25 H 1.70 -5.08 -6.16  0.12
26 H 2.58 -3.82 -7.15  0.12
27 H 0.91 -2.20 -6.14  0.11
28 H 0.02 -3.51 -5.39  0.11
29 H -0.37 -4.31 -7.81  0.13
30 H 0.31 -2.85 -8.45  0.14
31 H -1.98 -2.71 -5.12  0.14
32 H -2.14 -4.15 -6.18  0.13
33 H -4.01 -1.89 -5.92  0.11
34 H -4.39 -3.65 -6.04  0.12
35 H -4.53 -2.07 -8.30  0.12
36 H -4.32 -3.76 -8.31  0.12
37 H -2.38 -1.90 -9.20  0.13
38 H -2.15 -3.76 -8.96  0.13
39 H -0.76 -0.84 -8.30  0.11
40 H -0.56 -0.79 -6.50  0.10
41 H -2.18 -0.54 -7.25  0.11
42 C -1.43 7.23 -2.10  -0.11
43 C -2.81 6.82 -2.60  -0.27
44 C -3.53 5.68 -1.85  -0.17
45 C -4.86 5.34 -2.59  -0.09
46 N -5.75 4.29 -1.94  -0.25
47 C -6.98 3.89 -2.81  -0.07
48 C -6.96 2.34 -2.89  -0.14
49 C -6.12 1.84 -1.74  -0.18
50 C -5.03 2.88 -1.64  -0.06
51 C -6.33 4.71 -0.61  0.02
52 H -1.17 8.20 -2.50  0.08
53 H -0.63 6.59 -2.44  0.08
54 H -1.38 7.19 -1.01  0.08
55 H -2.66 6.49 -3.62  0.11
56 H -3.31 7.79 -2.57  0.11
57 H -3.64 5.98 -0.81  0.11
58 H -2.83 4.85 -1.73  0.11
59 H -4.69 4.76 -3.50  0.13
60 H -5.36 6.29 -2.79  0.14
61 H -7.89 4.20 -2.30  0.13
62 H -6.98 4.37 -3.79  0.13
63 H -7.93 1.95 -2.58  0.12
64 H -6.66 1.91 -3.85  0.12
65 H -6.70 1.70 -0.83  0.12
66 H -5.81 0.83 -2.00  0.13
67 H -4.34 2.94 -0.80  0.13
68 H -4.33 2.84 -2.47  0.13
69 H -6.96 3.85 -0.38  0.10
70 H -6.67 5.73 -0.76  0.13
71 H -5.53 4.58 0.11  0.10
72 C 1.66 -4.86 4.00  -0.10
73 C 0.18 -4.76 3.59  -0.24
74 C -0.67 -3.63 4.29  -0.17
75 C -2.08 -3.46 3.60  -0.09
76 N -3.02 -2.37 4.18  -0.20
77 C -4.45 -2.37 3.55  -0.08
78 C -5.46 -1.81 4.59  -0.13
79 C -4.76 -2.02 5.96  -0.14
80 C -3.41 -2.65 5.66  -0.12
81 C -2.51 -0.89 4.10  0.05
82 H 1.70 -5.01 5.08  0.07
83 H 2.11 -3.88 3.89  0.06
84 H 2.24 -5.56 3.39  0.08
85 H -0.30 -5.74 3.66  0.11
86 H 0.24 -4.38 2.57  0.10
87 H -0.22 -2.65 4.16  0.11
88 H -0.81 -3.91 5.33  0.10
89 H -2.60 -4.40 3.45  0.13
90 H -1.77 -3.07 2.63  0.13
91 H -4.40 -1.88 2.58  0.13
92 H -4.69 -3.41 3.38  0.13
93 H -5.80 -0.79 4.42  0.11
94 H -6.28 -2.52 4.55  0.12
95 H -4.48 -1.08 6.44  0.12
96 H -5.34 -2.75 6.54  0.13
97 H -2.64 -2.25 6.32  0.13
98 H -3.33 -3.72 5.87  0.13
99 H -3.32 -0.21 4.36  0.10
100 H -2.25 -0.63 3.07  0.11
101 H -1.62 -0.68 4.70  0.10
102 C 10.50 1.13 2.59  -0.10
103 C 10.20 0.10 3.65  -0.27
104 C 9.41 0.51 4.85  -0.21
105 C 8.03 1.15 4.50  -0.08
106 N 7.12 1.49 5.74  -0.21
107 C 6.26 0.29 6.32  -0.04
108 C 5.17 0.23 5.21  -0.12
109 C 4.73 1.75 4.96  -0.11
110 C 6.01 2.50 5.29  -0.11
111 C 7.97 2.11 6.89  0.02
112 H 11.22 0.79 1.85  0.08
113 H 10.93 2.03 3.02  0.08
114 H 9.59 1.36 2.03  0.07
115 H 11.14 -0.31 4.00  0.12
116 H 9.63 -0.70 3.18  0.11
117 H 9.99 1.24 5.41  0.11
118 H 9.23 -0.33 5.52  0.12
119 H 7.46 0.45 3.88  0.12
120 H 8.31 2.00 3.87  0.13
121 H 5.92 0.63 7.30  0.13
122 H 6.92 -0.57 6.48  0.13
123 H 4.40 -0.46 5.55  0.11
124 H 5.60 -0.31 4.36  0.10
125 H 3.94 2.02 5.67  0.11
126 H 4.41 2.03 3.96  0.12
127 H 5.87 3.11 6.19  0.12
128 H 6.34 3.27 4.59  0.14
129 H 8.51 2.94 6.44  0.11
130 H 8.67 1.40 7.31  0.10
131 H 7.31 2.45 7.69  0.10